(1)
This record from the OMol25 dataset describes a molecular structure, C30H60O48S9 in a non-equilibrium geometry. The level of theory is ωB97M-V/def2-TZVPD.

Each line ends with the Mulliken charge.
CARTESIAN COORDINATES (ANGSTROEM)
1 C 5.987 1.843 -2.332  -0.44
2 C 6.972 0.691 -2.513  -0.46
3 O 6.844 -0.077 -1.355  -0.36
4 S 6.179 0.782 -0.220  1.01
5 O 7.163 1.705 0.262  -0.65
6 O 5.475 -0.031 0.696  -0.28
7 O 5.250 1.484 -1.222  0.02
8 H 5.292 1.933 -3.231  0.26
9 H 6.479 2.797 -2.100  0.33
10 H 7.965 1.013 -2.463  0.33
11 H 6.722 0.093 -3.387  0.30
12 C 1.902 -2.208 -2.345  0.69
13 C 2.362 -0.833 -2.066  0.27
14 O 1.855 -0.136 -3.209  -0.09
15 S 2.054 -0.919 -4.512  1.05
16 O 3.391 -0.755 -4.935  -0.65
17 O 1.043 -0.658 -5.470  -0.43
18 O 1.842 -2.286 -3.814  -0.36
19 H 0.900 -2.447 -2.051  -0.71
20 H 2.702 -2.895 -2.047  0.47
21 H 3.459 -0.841 -2.181  0.15
22 H 2.055 -0.401 -1.141  -0.51
23 C 0.275 -4.228 1.307  0.65
24 C -0.914 -5.177 1.311  -0.40
25 O -0.808 -5.781 2.623  -0.47
26 S -0.236 -4.763 3.715  1.13
27 O 0.962 -5.306 4.224  -0.65
28 O -1.372 -4.314 4.468  -0.62
29 O 0.107 -3.581 2.706  -0.05
30 H 0.217 -3.408 0.602  -0.68
31 H 1.198 -4.753 1.124  0.19
32 H -0.840 -5.941 0.621  0.52
33 H -1.926 -4.764 1.169  0.28
34 C -1.505 1.362 -5.674  0.39
35 C -1.515 0.768 -7.099  -0.20
36 O -2.936 0.712 -7.464  -0.38
37 S -3.887 0.587 -6.224  1.24
38 O -4.327 -0.790 -6.095  -0.55
39 O -4.907 1.606 -6.222  -0.63
40 O -2.701 0.803 -5.065  -0.13
41 H -1.483 2.477 -5.659  0.02
42 H -0.727 1.040 -4.986  -0.19
43 H -1.021 -0.273 -7.071  0.20
44 H -0.981 1.457 -7.781  0.35
45 C 5.072 -3.401 3.079  -0.31
46 C 3.626 -3.982 2.971  -0.24
47 O 3.588 -4.472 1.619  -0.48
48 S 4.221 -3.286 0.729  0.86
49 O 3.289 -2.349 0.326  0.12
50 O 5.026 -3.884 -0.265  -0.75
51 O 5.102 -2.676 1.834  -0.32
52 H 5.825 -4.162 3.204  0.28
53 H 5.109 -2.621 3.815  0.32
54 H 2.931 -3.125 3.024  -0.03
55 H 3.276 -4.705 3.693  0.67
56 C -5.259 0.039 -2.141  0.84
57 C -6.745 0.045 -2.636  -0.38
58 O -7.229 -1.274 -2.361  -0.46
59 S -6.017 -2.292 -2.076  1.12
60 O -5.575 -2.825 -3.326  -0.59
61 O -6.385 -3.253 -1.080  -0.63
62 O -5.125 -1.198 -1.435  0.08
63 H -5.178 0.874 -1.412  -0.08
64 H -4.545 0.171 -2.954  -0.60
65 H -6.940 0.362 -3.641  0.35
66 H -7.357 0.642 -1.968  0.32
67 C -2.309 -2.944 -4.178  0.67
68 C -2.503 -4.489 -4.357  -0.49
69 O -2.437 -5.014 -2.982  -0.45
70 S -1.589 -3.957 -1.988  1.16
71 O -0.352 -4.497 -1.572  -0.64
72 O -2.595 -3.499 -1.145  -0.46
73 O -1.331 -2.848 -3.130  -0.21
74 H -3.304 -2.386 -3.927  -0.48
75 H -2.007 -2.460 -5.141  0.18
76 H -1.749 -4.933 -4.966  0.33
77 H -3.541 -4.823 -4.604  0.30
78 C -0.020 -2.284 6.599  0.12
79 C 0.021 -0.750 6.351  0.24
80 O 1.439 -0.446 6.366  -0.41
81 S 2.273 -1.742 5.836  0.89
82 O 3.580 -1.706 6.388  -0.65
83 O 2.167 -1.781 4.363  -0.24
84 O 1.328 -2.791 6.599  -0.36
85 H -0.619 -2.732 5.831  -0.05
86 H -0.478 -2.468 7.557  0.34
87 H -0.436 -0.094 7.129  0.37
88 H -0.394 -0.432 5.417  -0.32
89 C -3.419 -1.452 1.602  0.87
90 C -2.390 -1.867 2.693  0.79
91 O -2.398 -0.942 3.696  -0.25
92 S -3.245 0.338 3.289  0.81
93 O -2.476 1.241 2.551  -0.15
94 O -3.920 0.791 4.445  -0.69
95 O -4.158 -0.452 2.333  -0.47
96 H -4.107 -2.262 1.320  0.50
97 H -2.896 -0.915 0.788  -0.76
98 H -1.285 -1.907 2.446  -0.87
99 H -2.839 -2.843 3.187  0.16
100 C -1.605 0.166 -1.693  1.50
101 O -0.963 0.934 -0.700  0.35
102 C -0.278 0.229 0.183  -0.11
103 O -0.398 -0.936 0.431  0.28
104 O 0.522 1.059 0.781  -0.24
105 C 1.267 0.547 1.884  -0.26
106 H -2.396 -0.491 -1.322  -0.30
107 H -0.898 -0.387 -2.333  -0.33
108 H -2.112 0.886 -2.320  -1.03
109 H 1.879 1.409 2.218  0.28
110 H 1.945 -0.305 1.569  0.20
111 H 0.564 0.399 2.695  -0.20
112 C 3.121 7.783 1.595  -0.73
113 O 2.563 6.435 1.449  -0.28
114 C 2.690 5.919 0.208  0.54
115 O 3.225 6.477 -0.700  -0.59
116 O 2.240 4.674 0.247  -0.12
117 C 2.415 3.805 -0.832  -0.14
118 H 2.973 8.034 2.670  0.23
119 H 2.526 8.439 1.022  0.33
120 H 4.175 7.814 1.171  0.27
121 H 3.145 3.021 -0.564  0.27
122 H 2.779 4.239 -1.758  0.47
123 H 1.496 3.318 -1.219  -0.42
124 C -2.859 3.651 -0.174  -0.56
125 O -2.164 3.978 -1.385  -0.42
126 C -2.667 3.320 -2.458  0.87
127 O -3.750 2.759 -2.485  -0.65
128 O -1.861 3.239 -3.534  -0.18
129 C -0.593 3.893 -3.391  -0.55
130 H -2.218 2.893 0.294  0.08
131 H -3.890 3.250 -0.317  0.23
132 H -2.910 4.431 0.551  0.42
133 H -0.150 3.812 -2.415  0.15
134 H -0.798 4.930 -3.721  0.31
135 H -0.001 3.371 -4.118  0.29
136 C -1.227 3.365 6.537  -0.62
137 O -0.560 3.772 5.332  -0.38
138 C -0.322 2.787 4.491  0.43
139 O -0.606 1.645 4.737  -0.23
140 O 0.356 3.216 3.428  0.09
141 C 0.555 4.621 3.247  -0.37
142 H -2.051 2.699 6.246  0.21
143 H -1.684 4.262 6.976  0.29
144 H -0.625 2.713 7.223  0.21
145 H -0.436 5.083 3.046  0.39
146 H 1.256 4.820 2.410  -0.08
147 H 1.048 5.153 4.106  0.31

Summary:
Lowest unoccupied orbital energy = 0.0 eV
Total charge = 0
Orbital gap = 0.3907 Eh
DFT total energy = -8374.05408 hartree

(2)
This record from the OMol25 dataset describes a molecular structure, C4H7BrNO3P in a non-equilibrium geometry. The level of theory is ωB97M-V/def2-TZVPD.

Each line ends with the Mulliken charge.
CARTESIAN COORDINATES (ANGSTROEM)
1 C 0.456 2.543 2.344  0.23
2 C -0.297 -0.127 -2.017  -0.67
3 C 1.204 -0.895 1.148  -0.56
4 C -0.449 1.902 1.412  -0.15
5 N 1.118 2.917 3.192  -0.36
6 O 1.079 2.180 -1.044  -0.67
7 O -0.585 0.191 -0.648  -0.22
8 O 1.624 0.292 0.587  -0.30
9 P 0.483 1.245 -0.069  0.75
10 Br -1.699 3.173 0.662  -0.04
11 H -0.380 0.866 -2.650  0.28
12 H -0.995 -1.008 -2.307  0.22
13 H 0.754 -0.443 -2.154  0.33
14 H 1.265 -1.558 0.258  0.24
15 H 0.217 -0.822 1.697  0.31
16 H 2.079 -1.226 1.928  0.21
17 H -0.842 0.984 1.759  0.41

Summary:
Lowest unoccupied orbital energy = 0.1 eV
Total charge = 0
Orbital gap = 0.4025 Eh
DFT total energy = -3352.47593 hartree

(3)
This record from the OMol25 dataset describes a molecular structure, C43H34I2N5NaO in a non-equilibrium geometry. The level of theory is ωB97M-V/def2-TZVPD.

Each line ends with the Mulliken charge.
CARTESIAN COORDINATES (ANGSTROEM)
1 Na -0.178 -0.756 0.731  1.47
2 C 2.473 -2.655 0.118  -1.65
3 C 1.451 -2.893 -1.002  -0.28
4 C 0.289 -3.755 -0.596  0.51
5 C -0.152 -4.808 -1.396  -0.87
6 C -1.261 -5.540 -1.005  -0.42
7 C -1.892 -5.216 0.188  -0.85
8 C -1.365 -4.178 0.938  -0.32
9 N -0.309 -3.466 0.564  0.54
10 N 1.995 -1.749 1.164  1.49
11 C 2.740 -0.488 1.173  -1.52
12 C 2.134 0.582 2.053  0.56
13 C 2.962 1.265 2.935  -0.87
14 C 2.388 2.356 3.657  -0.34
15 C 1.142 2.783 3.375  -1.08
16 C 0.345 2.142 2.255  0.34
17 N 0.856 0.821 1.849  -0.26
18 C 2.027 -2.379 2.476  -1.17
19 C 1.252 -1.680 3.571  0.68
20 C 1.774 -1.632 4.858  -1.11
21 C 1.002 -1.124 5.890  -0.50
22 C -0.266 -0.648 5.586  -0.93
23 C -0.697 -0.724 4.275  -0.16
24 N 0.028 -1.239 3.283  0.42
25 H 3.377 -2.244 -0.345  0.46
26 H 2.748 -3.622 0.558  0.46
27 H 1.951 -3.331 -1.870  0.63
28 H 1.038 -1.929 -1.306  -0.13
29 H 0.355 -5.035 -2.325  0.43
30 H -1.630 -6.351 -1.622  0.37
31 H -2.773 -5.750 0.519  0.42
32 H -1.811 -3.885 1.884  0.39
33 H 2.719 -0.071 0.160  0.60
34 H 3.793 -0.658 1.459  0.18
35 H 3.996 0.973 3.076  0.32
36 H 2.965 2.825 4.451  0.35
37 H 0.675 3.595 3.926  0.34
38 H -0.700 2.022 2.591  0.35
39 H 3.069 -2.511 2.822  0.23
40 H 1.572 -3.369 2.375  0.57
41 H 2.775 -1.995 5.054  0.39
42 H 1.381 -1.101 6.904  0.36
43 H -0.904 -0.242 6.360  0.37
44 H -1.678 -0.355 3.990  0.27
45 I -0.626 -0.836 -4.309  -0.11
46 C -2.287 -0.935 -3.023  -0.40
47 C -3.569 -1.006 -3.539  -0.37
48 C -4.639 -1.122 -2.678  -0.16
49 I -6.577 -1.203 -3.543  -0.07
50 C -4.469 -1.144 -1.282  1.04
51 C -5.505 -1.302 -0.337  -0.84
52 C -5.220 -1.234 1.002  -0.99
53 C -3.896 -1.022 1.404  -0.31
54 N -2.894 -0.938 0.560  0.18
55 C -3.145 -1.007 -0.763  0.23
56 C -1.983 -0.924 -1.641  0.01
57 O -0.816 -0.851 -1.187  -0.85
58 H -3.720 -0.977 -4.609  0.36
59 H -6.519 -1.474 -0.674  0.17
60 H -6.009 -1.338 1.736  0.40
61 H -3.639 -0.917 2.454  0.30
62 C 0.323 2.963 1.008  0.22
63 C 0.498 3.104 -0.195  -0.43
64 C 0.741 3.349 -1.559  -0.87
65 C 2.122 3.459 -1.972  0.44
66 C 2.558 3.189 -3.294  -0.49
67 C 3.896 3.219 -3.640  -0.64
68 C 4.878 3.517 -2.700  -0.50
69 C 4.478 3.774 -1.389  -0.48
70 C 3.144 3.748 -1.032  -0.56
71 C -0.380 3.398 -2.468  0.35
72 C -0.366 4.160 -3.660  -0.42
73 C -1.474 4.249 -4.483  -0.57
74 C -2.653 3.579 -4.168  -0.65
75 C -2.691 2.819 -3.002  -0.37
76 C -1.591 2.732 -2.169  -0.27
77 H 1.828 2.902 -4.040  0.54
78 H 4.183 2.989 -4.662  0.33
79 H 5.928 3.524 -2.975  0.34
80 H 5.227 4.004 -0.638  0.35
81 H 2.859 3.933 -0.004  0.32
82 H 0.528 4.717 -3.912  0.53
83 H -1.426 4.860 -5.380  0.33
84 H -3.520 3.654 -4.815  0.36
85 H -3.598 2.277 -2.751  0.36
86 H -1.632 2.125 -1.273  0.17

Summary:
Lowest unoccupied orbital energy = 3.3 eV
Total charge = -2
Orbital gap = 0.1117 Eh
DFT total energy = -2765.69011 hartree

(4)
This record from the OMol25 dataset describes a molecular structure, C5H13N3 in a non-equilibrium geometry. The level of theory is ωB97M-V/def2-TZVPD.

Each line ends with the Mulliken charge.
CARTESIAN COORDINATES (ANGSTROEM)
1 C -2.092 0.759 -0.302  -0.46
2 C 0.124 1.508 0.406  0.38
3 N 0.705 1.933 -0.771  -0.39
4 N -1.863 -0.368 -0.910  -0.42
5 N -0.121 2.197 1.444  -0.61
6 H 1.125 2.852 -0.800  0.20
7 H 1.119 1.238 -1.371  0.21
8 H 0.164 3.175 1.363  0.20
9 H -0.834 -1.025 -0.363  0.22
10 H -1.758 -0.281 -1.918  0.25
11 H -2.301 0.724 0.759  0.39
12 H -2.296 1.687 -0.826  0.33
13 C 1.565 -1.671 -0.558  -1.08
14 C 0.354 -1.411 0.286  0.43
15 C 0.158 -1.989 1.465  -0.87
16 H 0.119 0.314 0.469  -0.16
17 H 1.290 -2.089 -1.531  0.24
18 H 2.263 -2.364 -0.076  0.40
19 H 2.114 -0.746 -0.748  0.24
20 H 0.899 -2.637 1.928  0.27
21 H -0.734 -1.806 2.052  0.23

Summary:
Lowest unoccupied orbital energy = 0.5 eV
Total charge = 0
Orbital gap = 0.3219 Eh
DFT total energy = -362.42089 hartree

(5)
This record from the OMol25 dataset describes a molecular structure, C30H50InOP4 in a non-equilibrium geometry. The level of theory is ωB97M-V/def2-TZVPD.

Each line ends with the Mulliken charge.
CARTESIAN COORDINATES (ANGSTROEM)
1 In 1.327 -0.512 -1.882  0.48
2 P -0.796 -1.883 -1.016  0.82
3 P 2.688 -0.650 0.387  0.63
4 P 2.737 -2.299 -3.278  1.06
5 H 0.948 4.202 -3.082  0.36
6 C 0.663 3.233 -3.505  -0.97
7 C -0.823 3.301 -3.884  -1.00
8 H -1.193 4.320 -3.734  0.45
9 C -2.335 -0.932 -0.766  -0.12
10 C -0.704 -2.859 0.524  -0.63
11 C -1.266 -3.099 -2.296  -1.27
12 C 4.329 0.152 0.367  -1.32
13 C 1.803 0.119 1.788  -0.75
14 C 3.057 -2.347 0.968  -1.17
15 C 2.021 -2.608 -4.935  -1.37
16 C 2.865 -3.986 -2.563  -1.46
17 C 4.475 -1.858 -3.648  -1.30
18 H 1.299 3.041 -4.376  0.40
19 H -0.982 3.047 -4.938  0.33
20 H -2.352 -0.005 -1.361  -0.29
21 H -2.446 -0.669 0.298  -0.47
22 H -3.191 -1.557 -1.069  0.65
23 H -0.910 -2.223 1.395  -0.15
24 H 0.287 -3.315 0.635  0.21
25 H -1.461 -3.655 0.486  0.53
26 H -1.456 -2.593 -3.253  0.32
27 H -2.183 -3.612 -1.974  0.53
28 H -0.466 -3.838 -2.440  0.34
29 H 4.932 -0.208 1.213  0.49
30 H 4.210 1.241 0.440  0.39
31 H 4.843 -0.089 -0.573  0.37
32 H 2.500 0.306 2.619  0.53
33 H 0.997 -0.540 2.142  -0.07
34 H 1.356 1.073 1.474  0.24
35 H 3.989 -2.327 1.552  0.46
36 H 3.191 -3.024 0.112  0.21
37 H 2.242 -2.726 1.599  0.34
38 H 2.367 -3.583 -5.312  0.51
39 H 2.326 -1.807 -5.625  0.41
40 H 0.923 -2.623 -4.879  0.26
41 H 2.826 -4.727 -3.373  0.49
42 H 2.027 -4.169 -1.875  0.27
43 H 3.810 -4.093 -2.017  0.46
44 H 4.722 -2.148 -4.681  0.44
45 H 5.154 -2.367 -2.950  0.40
46 H 4.603 -0.770 -3.546  0.33
47 C -1.639 2.352 -2.907  1.20
48 C -0.526 2.519 -1.645  -0.39
49 C 0.718 2.151 -2.435  -0.49
50 C 0.686 0.918 -3.369  -0.33
51 C -0.579 0.387 -3.841  -0.62
52 C -1.741 0.996 -3.521  -1.26
53 O -2.573 2.683 -2.083  -0.58
54 H -1.043 2.092 -0.780  -0.71
55 H -0.491 3.598 -1.440  0.57
56 H 1.640 2.224 -1.845  0.95
57 H 1.499 0.927 -4.112  1.00
58 H -0.567 -0.540 -4.423  0.71
59 H -2.726 0.552 -3.627  0.47
60 C -3.062 2.350 1.623  -1.17
61 P -1.531 1.632 2.356  0.90
62 C -2.038 0.019 3.074  1.13
63 C -3.218 -0.658 2.720  -0.27
64 C -3.521 -1.890 3.305  -0.79
65 C -2.635 -2.480 4.209  -0.54
66 C -1.438 -1.833 4.536  -0.72
67 C -1.141 -0.594 3.975  -0.80
68 C -1.435 2.616 3.899  0.25
69 C -0.271 3.371 4.143  -0.28
70 C -0.196 4.176 5.279  -0.61
71 C -1.277 4.243 6.168  -0.50
72 C -2.432 3.490 5.928  -0.73
73 C -2.508 2.667 4.802  -0.14
74 H -3.967 1.814 1.938  0.44
75 H -2.980 2.347 0.526  0.29
76 H -3.127 3.393 1.962  0.46
77 H -3.919 -0.219 2.008  0.32
78 H -4.458 -2.386 3.047  0.47
79 H -2.875 -3.441 4.663  0.47
80 H -0.737 -2.290 5.236  0.48
81 H -0.217 -0.080 4.256  0.50
82 H 0.564 3.313 3.440  0.33
83 H 0.705 4.759 5.470  0.41
84 H -1.220 4.883 7.048  0.42
85 H -3.277 3.539 6.615  0.42
86 H -3.403 2.066 4.629  0.35

Summary:
Lowest unoccupied orbital energy (alpha / beta) = -8.0 / -11.6 eV
Total charge = +3
Orbital gap (alpha / beta) = 0.2778 / 0.1377 Eh
DFT total energy = -2802.84184 hartree

(6)
This record from the OMol25 dataset describes a molecular structure, C20H36NO3P2Sm in a non-equilibrium geometry. The level of theory is ωB97M-V/def2-TZVPD.

Each line ends with the Löwdin spin population.
CARTESIAN COORDINATES (ANGSTROEM)
1 C 0.803 -3.196 2.654  0.00
2 C 0.717 -2.368 1.526  0.00
3 N -0.109 -1.279 1.523  -0.01
4 C -0.876 -1.029 2.613  0.00
5 C -0.760 -1.780 3.778  0.00
6 C 0.082 -2.885 3.804  0.00
7 C 1.499 -2.746 0.306  0.00
8 P 1.977 -1.385 -0.826  -0.01
9 Sm -0.092 0.437 -0.353  5.08
10 P -2.580 0.631 0.964  0.00
11 C -1.871 0.130 2.616  0.00
12 C -0.635 1.160 -2.714  -0.02
13 C 0.379 2.001 -3.132  0.00
14 C 0.217 2.678 -4.367  0.00
15 C -0.942 2.479 -5.130  0.00
16 C -1.940 1.604 -4.678  0.00
17 C -1.779 0.931 -3.442  0.00
18 O 0.223 -4.361 -1.286  0.00
19 O -0.896 -2.566 -2.579  -0.01
20 H 1.467 -4.054 2.600  0.00
21 H -1.356 -1.482 4.641  0.00
22 H 0.176 -3.494 4.697  0.00
23 C 3.570 -0.807 -0.146  0.00
24 C 2.471 -2.170 -2.390  0.00
25 H -2.742 -0.149 3.231  0.00
26 H -1.407 1.022 3.081  0.00
27 H 0.828 -3.612 -0.416  0.00
28 H 2.425 -3.270 0.606  0.00
29 C -2.932 2.403 1.236  0.00
30 C -4.229 -0.130 1.001  0.00
31 H 1.287 2.150 -2.533  0.00
32 H 0.997 3.356 -4.719  0.00
33 H -1.066 3.008 -6.078  0.00
34 H -2.841 1.442 -5.273  0.00
35 H -2.547 0.245 -3.073  0.00
36 H -1.174 -1.657 -1.863  0.00
37 H -0.807 -2.193 -3.472  0.00
38 H -0.291 -3.664 -1.942  0.00
39 H -0.420 -4.947 -0.870  0.00
40 H -1.451 -0.995 -1.190  -0.01
41 H 4.346 -1.564 -0.327  0.00
42 H 3.847 0.133 -0.643  0.00
43 H 3.481 -0.616 0.932  0.00
44 H 3.311 -2.860 -2.229  0.00
45 H 1.621 -2.704 -2.837  0.00
46 H 2.781 -1.376 -3.084  0.00
47 H -4.852 0.307 1.794  0.00
48 H -4.703 0.039 0.023  0.00
49 H -4.127 -1.213 1.156  0.00
50 H -3.713 2.532 1.998  0.00
51 H -2.019 2.942 1.529  0.00
52 H -3.282 2.818 0.280  0.00
53 C 2.981 2.838 1.573  0.00
54 C 1.601 2.360 1.991  0.00
55 C 0.829 3.442 2.720  0.00
56 O 0.865 1.863 0.887  -0.02
57 H 2.900 3.715 0.920  0.00
58 H 3.529 2.060 1.035  0.00
59 H 3.571 3.123 2.452  0.00
60 H 1.754 1.537 2.711  0.00
61 H 0.697 4.318 2.073  0.00
62 H -0.162 3.089 3.023  0.00
63 H 1.365 3.759 3.622  0.00

Summary:
Lowest unoccupied orbital energy (alpha / beta) = 0.3 / 0.3 eV
Total charge = 0
Orbital gap (alpha / beta) = 0.2689 / 0.2672 Eh
2S+1 = 6
DFT total energy = -2404.75123 hartree